# C7H14N

A gas-phase ion, C7H14N (charge +1) (ωB97M-V with the def2-TZVPD basis set, the Open Molecules 2025 dataset).

Last columns: bonded neighbours and bond lengths (Å).
Geometry (Å):
1 C 1.15865 1.73932 -1.15570  C2 1.532, N8 1.498, H9 1.087, H10 1.099
2 C 0.96774 0.74338 -0.00728  C1 1.532, C3 1.590, H11 1.092, H12 1.089
3 C -0.55868 0.50563 0.37090  C2 1.590, C5 1.540, H13 1.089, H14 1.085
4 C -0.59427 -1.93373 -0.16637  C5 1.322, H15 1.085, H16 1.069
5 C -0.68856 -0.98219 0.74621  C3 1.540, C4 1.322, C6 1.456
6 C -1.17541 -1.11896 2.11163  C5 1.456, C7 1.322, H17 1.100
7 C -2.20595 -1.81505 2.56071  C6 1.322, H18 1.088, H19 1.079
8 N 1.55522 1.25487 -2.51703  C1 1.498, H20 1.021, H21 1.023, H22 1.024
9 H 1.96386 2.39744 -0.83952  C1 1.087
10 H 0.23759 2.33837 -1.17019  C1 1.099
11 H 1.54641 -0.16528 -0.18411  C2 1.092
12 H 1.39870 1.18520 0.88938  C2 1.089
13 H -1.08104 0.67209 -0.57036  C3 1.089
14 H -0.72630 1.24963 1.14201  C3 1.085
15 H -0.75464 -2.93729 0.21235  C4 1.085
16 H -0.21839 -1.77387 -1.15464  C4 1.069
17 H -0.67574 -0.46346 2.84073  C6 1.100
18 H -2.76663 -2.38725 1.82475  C7 1.088
19 H -2.50200 -1.94499 3.59046  C7 1.079
20 H 1.42488 1.98865 -3.21417  N8 1.021
21 H 1.13064 0.36920 -2.80233  N8 1.023
22 H 2.56393 1.07831 -2.50744  N8 1.024

orbital gap	8.125	eV
LUMO	-3.88	eV
net charge	+1
structure (SMILES)	C=CC(=C)CCC[NH3+]
multiplicity	1